Record 1
{
  "formula": "C25H33Cl5CrN2O5SSe2Si",
  "method": "wB97M-V/def2-TZVPD",
  "multiplicity": 2,
  "total_charge": -1,
  "homo_lumo_gap_ev": [6.9, 7.0],
  "e_above_lowest_ev": 0.0000,
  "homo_energy_ev": [-4.636, -4.784],
  "largest_force_ev_per_a": 2.0,
  "s_squared": 0.77,
  "energy_ev": -280123.23513,
  "molar_mass_g_mol": 888.9,
  "species": ["Cr", "Cl", "C", "C", "Cl", "C", "Cl", "C", "O", "C", "Cl", "C", "Cl", "O", "C", "C", "C", "O", "C", "Se", "C", "Se", "H", "H", "H", "H", "H", "H", "H", "H", "H", "H", "C", "C", "C", "N", "C", "S", "N", "C", "O", "C", "C", "C", "C", "C", "C", "H", "H", "H", "H", "H", "H", "H", "H", "H", "H", "H", "H", "H", "H", "C", "Si", "C", "C", "O", "H", "H", "H", "H", "H", "H", "H", "H", "H"],
  "coordinates": [[-2.2128, 0.3114, 1.3085], [0.9939, 2.7050, 7.1562], [-0.1268, 2.3513, 5.8942], [0.2810, 1.6370, 4.7712], [1.9021, 1.0737, 4.6270], [-0.6228, 1.3668, 3.7652], [-0.1943, 0.4867, 2.3513], [-1.9796, 1.7723, 3.8004], [-2.7907, 1.5013, 2.8532], [-2.3584, 2.4979, 4.9590], [-3.9952, 3.0190, 5.0549], [-1.4570, 2.7735, 5.9756], [-1.9757, 3.6489, 7.3653], [-3.4985, 0.5241, -4.2518], [-4.3878, 0.3719, -3.1576], [-3.5811, 0.2822, -1.8509], [-4.6385, 0.2886, -0.7340], [-4.1894, -0.1154, 0.5560], [-2.6297, 1.4942, -1.7960], [-2.3572, 2.3156, -0.0224], [-2.7992, -1.0296, -1.8927], [-1.4833, -1.2774, -0.4293], [-3.9974, 0.4886, -5.0696], [-4.9903, -0.5393, -3.2749], [-5.0760, 1.2275, -3.0941], [-5.4756, -0.3556, -1.0258], [-5.0033, 1.3086, -0.6105], [-4.1985, -1.0746, 0.6599], [-3.0029, 2.2983, -2.4295], [-1.6403, 1.2132, -2.1572], [-2.2413, -1.0755, -2.8260], [-3.4826, -1.8818, -1.8531], [6.1485, -0.6909, -0.8072], [5.5695, 0.7231, -0.8655], [4.1415, 0.8081, -0.3373], [3.2148, 0.1732, -1.2516], [1.9092, 0.5025, -1.3622], [1.1656, 1.6846, -0.4877], [1.1869, -0.2660, -2.2751], [1.5508, -0.6777, -3.5346], [0.9320, -1.5392, -4.1273], [2.7054, 0.0331, -4.1865], [3.6301, -0.7047, -4.9147], [4.6628, -0.0640, -5.5828], [4.7630, 1.3189, -5.5407], [3.8309, 2.0602, -4.8262], [2.8029, 1.4216, -4.1524], [7.1752, -0.7085, -1.1745], [5.5689, -1.3854, -1.4196], [6.1483, -1.0638, 0.2186], [5.5899, 1.0879, -1.8961], [6.1926, 1.3893, -0.2654], [3.8261, 1.8436, -0.2289], [4.0730, 0.3419, 0.6526], [3.5210, -0.6769, -1.6967], [0.2628, -0.5836, -1.9269], [3.5262, -1.7821, -4.9531], [5.3805, -0.6438, -6.1496], [5.5634, 1.8204, -6.0704], [3.9010, 3.1402, -4.7983], [2.0682, 2.0009, -3.6059], [-1.4405, -1.7201, 5.0574], [-2.1707, -2.3641, 3.4231], [-3.5950, -3.5238, 3.8966], [-0.8119, -3.4093, 2.6080], [-2.6832, -1.2172, 2.4499], [-1.4129, -2.5245, 5.7985], [-2.0390, -0.9040, 5.4715], [-0.4188, -1.3531, 4.9286], [-3.2122, -4.3327, 4.5269], [-4.0655, -3.9764, 3.0210], [-4.3648, -2.9951, 4.4635], [-0.5636, -4.2940, 3.2021], [0.1005, -2.8194, 2.4819], [-1.1245, -3.7378, 1.6149]],
  "atomic_forces_ev_per_a": [[-1.503, -1.319, 0.445], [0.060, 0.009, 0.071], [-0.058, -0.024, -0.038], [-0.089, 0.019, -0.038], [0.106, -0.035, -0.008], [-0.427, 0.280, 0.404], [1.050, -0.067, 0.015], [0.282, -0.045, 0.034], [-0.116, 0.172, -0.136], [0.017, -0.033, -0.004], [-0.082, 0.008, -0.014], [0.093, -0.100, -0.148], [-0.042, 0.063, 0.081], [0.100, 0.023, 0.005], [-0.136, -0.012, 0.161], [0.022, -0.053, -0.157], [0.045, 0.112, -0.253], [0.096, 0.182, 0.186], [0.152, 0.157, 0.345], [-0.042, -0.145, -0.033], [0.124, -0.070, 0.427], [0.040, 0.231, -0.420], [-0.066, -0.004, -0.041], [0.027, 0.007, 0.002], [0.027, 0.003, -0.024], [0.006, -0.016, 0.048], [-0.061, -0.036, 0.028], [0.117, -0.125, 0.023], [-0.028, -0.015, -0.018], [-0.025, -0.018, -0.056], [-0.024, -0.064, -0.017], [-0.057, 0.020, -0.099], [-0.055, 0.141, -0.030], [-0.012, -0.189, 0.047], [0.091, 0.091, -0.144], [-0.194, -0.153, 0.015], [0.352, 0.256, 0.239], [0.144, -0.046, -0.218], [-0.195, -0.268, -0.224], [0.032, 0.002, 0.165], [0.059, 0.027, -0.012], [-0.028, 0.081, -0.113], [-0.044, -0.067, 0.060], [0.009, -0.026, -0.019], [0.029, 0.021, 0.018], [0.008, 0.022, -0.039], [-0.035, -0.039, 0.050], [-0.011, -0.034, -0.012], [0.051, -0.050, 0.006], [-0.011, -0.033, -0.008], [0.000, 0.075, 0.022], [-0.003, 0.027, -0.023], [-0.031, 0.029, 0.021], [-0.033, 0.055, 0.012], [-0.067, -0.015, -0.036], [0.223, 0.135, 0.014], [-0.019, 0.009, -0.030], [0.008, 0.001, 0.021], [0.001, -0.001, 0.010], [-0.007, -0.004, -0.010], [0.013, -0.014, 0.053], [-0.144, -0.048, -0.206], [0.418, -0.728, 0.569], [0.218, 0.094, 0.001], [-0.211, 0.091, 0.098], [-0.121, 1.353, -1.012], [0.026, -0.001, 0.001], [-0.019, -0.009, -0.008], [-0.005, 0.008, -0.018], [-0.034, -0.008, -0.003], [0.013, 0.033, -0.034], [-0.003, 0.031, -0.025], [0.004, 0.031, 0.035], [-0.007, 0.011, 0.003], [-0.015, 0.001, -0.007]]
}

---

Record 2
{
  "formula": "C16H36BrNOP",
  "method": "wB97M-V/def2-TZVPD",
  "total_charge": 1,
  "homo_lumo_gap_ev": 3.8,
  "homo_energy_ev": -10.097,
  "largest_force_ev_per_a": 3.8,
  "energy_ev": -100033.77364,
  "molar_mass_g_mol": 369.3,
  "species": ["C", "C", "C", "C", "P", "C", "C", "C", "Br", "H", "H", "H", "H", "H", "H", "H", "H", "H", "H", "H", "H", "H", "H", "H", "H", "H", "H", "C", "C", "C", "C", "C", "C", "N", "O", "C", "C", "C", "H", "H", "H", "H", "H", "H", "H", "H", "H", "H", "H", "H", "H", "H", "H", "H", "H", "H"],
  "coordinates": [[4.3789, -3.5244, 2.3817], [3.8393, -2.1386, 1.9825], [5.0321, -1.2527, 1.5717], [2.8392, -2.2578, 0.8280], [1.0561, -2.0263, 1.4119], [-0.7607, -1.8535, 1.9730], [-1.4724, -3.1768, 2.2315], [-1.9304, -3.9400, 1.0048], [-0.5508, -5.0556, 0.2142], [4.4266, -4.1688, 1.5101], [5.3883, -3.4188, 2.7717], [3.7815, -3.9931, 3.1592], [3.3615, -1.6799, 2.8523], [5.4516, -0.7228, 2.4227], [5.7965, -1.8747, 1.1127], [4.7520, -0.5065, 0.8316], [2.9861, -1.4706, 0.0872], [2.8793, -3.2235, 0.3279], [1.2716, -2.9502, 2.4794], [0.6009, -2.3736, 0.0952], [1.3065, -0.6539, 1.7022], [-1.3052, -1.3005, 1.2009], [-0.7817, -1.2307, 2.8697], [-2.3783, -2.9622, 2.8011], [-0.8667, -3.8416, 2.8470], [-2.3483, -3.3007, 0.2351], [-2.7035, -4.6452, 1.2869], [-0.7619, 2.5325, -3.5457], [-1.3401, 1.5098, -2.5332], [-2.8721, 1.6136, -2.4272], [-3.3798, 2.8568, -1.7077], [-2.7528, 2.9885, -0.3247], [-1.2175, 2.9863, -0.3437], [-0.8027, 1.7466, -1.1320], [-0.7538, 0.7814, -0.4804], [-0.6875, 4.2833, -0.9755], [-0.6476, 2.9128, 1.0652], [-0.9513, 0.1193, -3.0147], [-0.3134, 2.0132, -4.3872], [-1.5282, 3.1992, -3.9358], [0.0299, 3.1445, -3.1215], [-3.2450, 0.7252, -1.9073], [-3.2588, 1.5722, -3.4441], [-3.1904, 3.7515, -2.3036], [-4.4624, 2.7867, -1.6018], [-3.0597, 3.9190, 0.1505], [-3.1025, 2.1703, 0.3132], [0.3915, 4.2398, -1.1232], [-0.8940, 5.1045, -0.2950], [-1.1571, 4.5310, -1.9236], [-1.0540, 2.0815, 1.6390], [-0.9031, 3.8318, 1.5846], [0.4385, 2.8207, 1.0477], [0.1310, -0.0115, -3.0151], [-1.3116, 0.0077, -4.0338], [-1.3936, -0.6754, -2.4157]],
  "atomic_forces_ev_per_a": [[-0.046, 0.435, 0.346], [0.614, -0.195, -0.735], [-0.288, 0.014, -0.016], [-0.576, 0.282, 0.554], [0.051, -0.290, -0.278], [0.163, -0.070, -0.183], [-0.173, 0.283, -0.050], [-0.295, -0.218, 0.303], [0.117, 0.033, -0.158], [0.028, -0.172, -0.054], [0.092, -0.089, 0.154], [-0.164, -0.195, -0.055], [-0.161, 0.066, 0.068], [0.216, -0.100, 0.123], [0.196, 0.022, -0.031], [-0.093, 0.160, -0.002], [0.065, 0.002, -0.207], [0.105, -0.109, -0.102], [-0.008, -0.032, 0.129], [-0.006, 0.184, -0.025], [-0.068, 0.082, 0.028], [-0.023, 0.097, -0.125], [0.073, -0.050, 0.197], [-0.085, -0.087, 0.135], [0.096, -0.003, 0.151], [0.174, 0.114, -0.183], [-0.047, -0.112, -0.005], [0.139, 0.201, 0.257], [1.119, 0.426, -2.041], [-0.398, 0.114, 0.723], [0.157, 0.096, -0.076], [-0.415, -0.605, -0.357], [1.241, 1.994, 0.249], [-3.815, 0.494, -0.115], [1.647, -1.721, 1.077], [0.014, -0.160, -0.379], [-0.023, -0.615, 0.076], [0.012, -0.308, 0.563], [-0.088, -0.113, -0.023], [-0.025, 0.037, 0.065], [-0.002, -0.020, -0.007], [0.106, -0.035, 0.007], [0.130, -0.034, -0.093], [0.012, 0.008, 0.001], [-0.012, 0.006, -0.015], [0.125, 0.059, 0.056], [0.099, -0.015, 0.018], [0.014, 0.024, 0.044], [-0.031, -0.035, 0.112], [0.001, -0.030, 0.009], [0.016, -0.025, -0.022], [-0.029, 0.066, -0.048], [0.020, 0.034, 0.001], [0.020, 0.017, -0.047], [-0.013, 0.075, -0.044], [0.025, 0.017, 0.029]]
}

---

Record 3
{
  "formula": "C6H12O2",
  "method": "wB97M-V/def2-TZVPD",
  "homo_lumo_gap_ev": 8.8,
  "e_above_lowest_ev": 4.5460,
  "homo_energy_ev": -8.880,
  "largest_force_ev_per_a": 3.5,
  "energy_ev": -10507.76098,
  "molar_mass_g_mol": 116.2,
  "species": ["C", "C", "C", "C", "C", "C", "O", "O", "H", "H", "H", "H", "H", "H", "H", "H", "H", "H", "H", "H"],
  "coordinates": [[0.1896, 0.6656, -0.3616], [-0.0678, -0.5387, 0.4274], [3.1208, -0.9772, -0.1809], [-2.5106, -0.0782, -0.9153], [-1.5764, 0.4820, 0.1127], [-1.9605, 1.2673, 1.1169], [2.3123, -0.5865, 0.9139], [0.9852, 1.5398, 0.1107], [2.0588, 0.3794, 0.7836], [0.1025, 0.5325, -1.4582], [0.0835, -0.4719, 1.4950], [-0.2187, -1.4873, -0.0802], [2.5734, -0.9111, -1.1300], [4.0188, -0.3542, -0.2520], [3.4263, -2.0100, -0.0147], [-2.9028, 0.7046, -1.5646], [-3.3652, -0.5923, -0.4670], [-2.0421, -0.8031, -1.5865], [-2.9972, 1.5378, 1.2659], [-1.2298, 1.7015, 1.7848]],
  "atomic_forces_ev_per_a": [[3.300, -1.030, 0.793], [-2.217, 2.220, -1.154], [-0.042, 0.214, 0.263], [-0.153, -0.219, -0.464], [-0.281, -1.504, 0.917], [0.413, -0.047, -0.270], [0.514, 0.640, -0.006], [-1.370, 0.111, -0.597], [0.228, -0.939, 0.085], [-0.510, 0.357, 0.232], [0.117, -0.206, -0.219], [-0.263, 0.132, 0.245], [0.051, -0.032, -0.021], [-0.022, -0.071, -0.084], [-0.015, 0.003, -0.059], [-0.023, 0.125, 0.062], [0.102, 0.099, 0.129], [0.164, 0.080, 0.170], [-0.069, 0.173, -0.175], [0.076, -0.106, 0.154]]
}

---

Record 4
{
  "formula": "C9H14",
  "method": "wB97M-V/def2-TZVPD",
  "homo_lumo_gap_ev": 9.8,
  "e_above_lowest_ev": 1.7138,
  "homo_energy_ev": -8.896,
  "largest_force_ev_per_a": 4.4,
  "energy_ev": -9558.46770,
  "molar_mass_g_mol": 122.2,
  "species": ["C", "C", "C", "C", "C", "C", "C", "H", "H", "H", "H", "H", "H", "H", "H", "C", "C", "H", "H", "H", "H", "H", "H"],
  "coordinates": [[2.5285, -0.1185, -0.6174], [1.1627, -0.8474, -0.3845], [1.2016, -1.4683, 0.8550], [0.1242, -2.3353, 1.0744], [-1.0062, -2.4672, 0.2191], [-0.8918, -1.8971, -1.0638], [0.1536, -1.0602, -1.3233], [2.7761, 0.4325, -1.5397], [3.2249, -0.9051, -0.3073], [2.6535, 0.7155, 0.1025], [1.9842, -1.2107, 1.4819], [-0.0388, -2.7838, 1.9785], [-1.9297, -3.0220, 0.4788], [-1.7479, -2.0532, -1.8414], [0.3025, -0.6608, -2.2720], [-1.6350, 3.1297, 0.4238], [-0.9486, 1.7812, 0.2093], [-2.5495, 3.3423, -0.2234], [-1.9648, 3.2115, 1.4791], [-0.9126, 3.9072, 0.5705], [-1.7196, 0.9885, 0.0032], [-0.2409, 1.7040, -0.5276], [-0.5263, 1.6173, 1.2242]],
  "atomic_forces_ev_per_a": [[-0.798, 0.727, 0.544], [2.038, 0.850, -0.455], [-3.543, -1.072, -2.366], [-1.437, 1.251, -0.902], [1.232, 0.178, -0.929], [-2.886, -0.642, -0.084], [1.385, -0.322, 0.982], [-0.345, -1.062, -0.181], [0.495, 0.583, -0.712], [-0.278, -0.549, 0.139], [1.202, -0.164, 1.514], [0.164, -1.201, 2.452], [1.024, 0.212, 0.058], [1.757, 0.333, 1.467], [0.008, 0.810, -1.559], [-1.391, 0.063, 0.605], [-2.909, -0.356, 2.832], [1.606, 0.102, 0.614], [-0.673, -0.759, -0.432], [0.516, 0.912, -1.294], [0.785, 0.595, 0.369], [1.802, 0.198, -1.760], [0.247, -0.686, -0.902]]
}

---

Record 5
{
  "formula": "C9H19NO3S",
  "method": "wB97M-V/def2-TZVPD",
  "homo_lumo_gap_ev": 9.0,
  "e_above_lowest_ev": 3.0240,
  "homo_energy_ev": -8.529,
  "largest_force_ev_per_a": 5.4,
  "energy_ev": -28103.09647,
  "molar_mass_g_mol": 221.3,
  "species": ["C", "C", "C", "C", "C", "C", "C", "C", "C", "N", "O", "O", "O", "S", "H", "H", "H", "H", "H", "H", "H", "H", "H", "H", "H", "H", "H", "H", "H", "H", "H", "H", "H"],
  "coordinates": [[3.4696, 1.3995, 0.8387], [-0.4727, 1.4627, -0.2839], [-1.0568, 0.4378, 2.0712], [-0.4068, -1.9294, 0.1157], [-2.8551, -1.3074, 0.4176], [-1.5689, -0.6964, -1.6382], [3.4762, 0.2380, -1.8354], [-1.2531, 0.4076, 0.5758], [-1.5610, -0.8960, -0.1091], [-1.7772, 1.6296, 0.0490], [0.4974, 1.8379, -0.8391], [3.8808, -1.2236, 0.5071], [-3.0399, 2.0976, -0.4294], [3.0282, -0.1694, -0.0294], [4.5724, 1.4693, 0.8093], [2.9237, 2.2631, 0.4095], [-0.9280, -0.5426, 2.5753], [-1.9756, 0.9673, 2.6530], [-0.1241, 1.0101, 2.2781], [0.6195, -1.4627, 0.1431], [-0.5261, -2.5614, -0.7719], [-0.5339, -2.6251, 0.9682], [-3.2235, -2.2811, -0.0511], [-3.5974, -0.5958, 0.4364], [-2.6511, -1.6978, 1.4201], [-2.1116, -1.4489, -2.2522], [-2.2023, 0.1276, -1.9274], [-0.5748, -0.3913, -1.7891], [4.2471, 1.0356, -1.9816], [3.9189, -0.6939, -2.3004], [2.4254, 0.4204, -2.1131], [2.8727, 1.3621, 1.7862], [-3.4921, 2.3565, 0.2968]],
  "atomic_forces_ev_per_a": [[-1.310, 0.032, -0.418], [-3.049, -0.633, 1.386], [-1.035, 0.693, 2.254], [-0.225, -0.257, -0.020], [0.060, -5.005, 0.913], [-2.221, 0.585, 0.601], [0.609, -0.786, 1.029], [1.195, 0.172, -0.079], [1.402, 0.010, -1.154], [0.545, 1.549, -0.723], [0.904, 0.526, -0.694], [1.159, -0.813, 0.503], [3.047, -1.967, -4.009], [-0.798, 1.409, -1.045], [-0.703, 0.213, 0.645], [0.732, -0.435, -0.643], [-0.108, 0.416, -0.593], [2.132, -1.118, -1.499], [-0.784, -0.208, 0.125], [-1.175, -0.471, -0.122], [0.655, -0.163, 0.214], [0.016, 0.684, -0.097], [0.222, 1.373, 0.034], [-1.681, 1.640, -0.138], [-0.454, 0.465, 0.386], [1.437, -0.425, 0.623], [-0.141, 0.914, 0.239], [1.345, -0.278, -1.612], [-1.088, -0.319, 0.246], [-0.889, 0.839, 0.672], [0.811, 0.416, -0.812], [1.473, -0.503, -0.167], [-2.085, 1.445, 3.956]]
}